{
  "formula": "C23H25CaFN4O6",
  "method": "ωB97M-V/def2-TZVPD",
  "symbols": ["Ca", "O", "C", "O", "C", "O", "N", "C", "C", "H", "H", "H", "H", "C", "C", "H", "H", "H", "F", "C", "C", "C", "C", "O", "C", "C", "N", "C", "C", "C", "C", "C", "C", "N", "C", "C", "N", "C", "C", "C", "O", "O", "H", "H", "H", "H", "H", "H", "H", "H", "H", "H", "H", "H", "H", "H", "H", "H", "H", "H"],
  "positions_angstrom": [[-0.310, 0.228, -3.792], [-1.064, -0.530, -5.765], [-0.730, -0.457, -6.972], [0.979, 1.268, -5.296], [0.992, 1.268, -6.543], [1.731, 2.114, -7.238], [0.288, 0.416, -7.398], [1.450, 1.953, -8.670], [0.483, 0.818, -8.801], [2.395, 1.770, -9.191], [1.000, 2.885, -9.027], [0.899, -0.004, -9.388], [-0.462, 1.147, -9.242], [-1.357, -1.211, -8.018], [-2.527, -1.862, -7.839], [-0.843, -1.219, -8.980], [-3.040, -1.862, -6.881], [-2.956, -2.379, -8.696], [-0.640, 3.506, 2.587], [-0.371, 2.174, 2.363], [-0.354, 1.720, 1.065], [-0.043, 0.368, 0.799], [-0.020, -0.169, -0.551], [-0.363, 0.560, -1.544], [0.405, -1.543, -0.715], [0.668, -2.295, 0.409], [0.433, -1.850, 1.682], [0.554, -2.730, 2.771], [0.578, -4.207, 2.550], [1.841, -3.485, 2.886], [0.240, -0.482, 1.893], [0.294, 0.018, 3.202], [-0.096, 1.345, 3.483], [-0.219, 1.743, 4.817], [0.753, 1.286, 5.801], [0.062, 0.814, 7.073], [-0.826, 1.917, 7.519], [-1.775, 2.482, 6.541], [-0.994, 2.874, 5.290], [0.529, -2.307, -2.037], [0.527, -3.542, -1.928], [0.627, -1.620, -3.121], [-0.575, 2.377, 0.233], [1.014, -3.322, 0.345], [0.067, -2.417, 3.692], [0.153, -4.800, 3.353], [0.459, -4.608, 1.548], [2.564, -3.338, 2.078], [2.241, -3.619, 3.889], [0.621, -0.631, 4.013], [1.439, 2.120, 6.056], [1.362, 0.477, 5.388], [-0.569, -0.066, 6.919], [0.784, 0.611, 7.868], [-1.337, 1.620, 8.350], [-0.202, 2.687, 7.777], [-2.255, 3.351, 6.993], [-2.528, 1.717, 6.340], [-0.302, 3.699, 5.546], [-1.672, 3.223, 4.509]],
  "forces_ev_per_angstrom": [[0.34, -0.64, 1.17], [0.37, 0.16, -2.20], [0.16, 0.66, 2.09], [0.15, 0.18, -2.64], [0.22, 0.06, 1.52], [-0.59, -0.54, -0.26], [-0.54, 0.00, 0.74], [0.77, 1.11, -0.08], [-0.45, -0.82, 0.03], [-0.17, 0.14, 0.31], [0.34, -0.09, 0.19], [-0.09, 0.08, 0.09], [0.11, -0.17, 0.07], [-0.92, -0.88, -0.80], [0.97, 0.48, -0.37], [-0.40, -0.14, 0.26], [0.07, -0.01, -0.20], [-0.04, 0.01, 0.39], [0.13, -0.91, -0.09], [-0.14, 0.48, 0.02], [0.17, -0.46, 0.42], [-0.04, -0.14, 0.46], [-0.02, -0.33, -1.24], [0.08, -0.20, 0.77], [0.17, 0.32, 0.65], [-0.85, 0.69, 0.61], [0.20, 1.64, -1.98], [0.38, -1.04, 1.12], [-0.10, -0.36, 0.04], [0.60, -0.10, 0.52], [0.00, -0.42, 0.02], [-0.49, 0.95, 0.09], [0.18, -0.94, -0.65], [0.25, -0.12, 0.39], [0.10, 0.08, -0.29], [0.10, -0.51, -0.63], [0.35, 0.49, 1.20], [-0.47, -0.09, -1.06], [0.26, 0.08, -0.32], [0.11, -1.21, 0.05], [0.09, 1.50, -0.38], [-0.32, 0.06, 0.32], [0.04, 0.06, 0.13], [-0.27, 0.31, -0.44], [0.05, 0.02, -0.49], [-0.09, 0.00, -0.28], [-0.10, -0.03, 0.31], [-0.19, 0.01, 0.40], [0.15, -0.06, -0.36], [-0.35, 0.26, -0.34], [-0.10, -0.24, -0.04], [-0.07, 0.27, 0.23], [0.14, 0.13, -0.11], [-0.18, 0.07, -0.06], [0.09, 0.15, 0.17], [-0.09, 0.01, 0.38], [0.05, -0.09, 0.05], [0.08, 0.08, -0.10], [-0.28, 0.04, -0.09], [0.07, -0.01, 0.28]],
  "lowdin_charge": [1.62, -0.09, -0.34, -0.04, -0.42, 0.11, 0.09, -0.06, -0.09, 0.15, 0.14, 0.14, 0.15, -0.06, 0.15, 0.11, 0.09, 0.09, 0.04, -0.16, 0.09, -0.06, -0.27, -0.18, -0.01, 0.07, 0.02, -0.28, -0.07, -0.07, -0.10, 0.06, -0.12, -0.09, -0.12, -0.08, 0.04, -0.08, -0.12, -0.59, 0.04, -0.22, 0.14, 0.13, 0.14, 0.12, 0.11, 0.12, 0.11, 0.10, 0.15, 0.13, 0.15, 0.15, 0.19, 0.19, 0.15, 0.15, 0.14, 0.14],
  "homo_energy_ev": -12.54,
  "gap_ha": 0.2698,
  "total_charge": 2,
  "multiplicity": 1,
  "e_tot_ha": -2339.01426,
  "relative_energy_kcal_mol": 0.0,
  "lumo_energy_ev": -5.20
}